Density functional theory data (ωB97M-V with the def2-TZVPD basis set) for a 10-piece molecular cluster, C39H103N7O13 overall in a non-equilibrium geometry.

- LUMO (Eh) = 0.01344
- 2S+1 = 1
- SMILES = CC1(C)CCCC(C)(C)N1O.COC[C@H](C)N.COC[C@H](C)N.COC[C@H](C)N.COC[C@H](C)N.COC[C@H](C)N.COC[C@H](C)N.OCCO.OCCO.OCCO
- HOMO-LUMO gap (eV) = 8.806
- E_HOMO (Ha) = -0.310
- strongest force on any atom (eV/A) = 3.65
- energy (eV) = -79149.1783

Geometry as XYZ:
```
162
Properties=species:S:1:pos:R:3:forces:R:3:lowdin_charge:R:1
C -1.312373 0.837943 -2.032001 -0.40 -1.01 0.95 -0.027
C -0.914536 0.309701 -0.632525 0.93 1.53 0.26 -0.412
C 0.040645 1.434780 -0.076057 -0.03 -0.40 0.75 -0.042
C -2.241007 0.282066 0.265264 1.45 0.62 -1.56 -0.140
C -2.020576 -0.448354 1.532924 -1.13 -0.31 -0.04 -0.202
C -1.483351 -1.823914 1.250711 -0.43 -0.19 -0.47 -0.139
C -0.134691 -1.881688 0.555129 0.21 0.66 -2.06 -0.484
C 0.935852 -1.364247 1.469727 0.49 0.29 1.18 -0.022
C 0.150597 -3.311176 0.079710 1.40 -1.02 1.43 -0.030
N -0.231979 -1.037082 -0.711304 -2.07 0.13 -0.23 -0.057
O 0.993415 -0.966987 -1.472226 -0.03 0.31 1.41 -0.035
H -1.964644 0.072972 -2.453276 0.03 0.06 -0.54 0.065
H -1.914897 1.722379 -1.825023 0.06 0.14 -0.36 0.082
H -0.464744 1.078342 -2.673754 -0.09 -0.09 0.03 0.065
H -0.304163 2.439399 -0.320896 -0.17 -0.07 -0.07 0.065
H 0.152888 1.405576 1.007756 -0.45 -0.07 0.19 0.042
H 1.083913 1.390712 -0.388711 -0.14 -0.36 -0.60 0.060
H -2.571777 1.287057 0.527331 0.46 0.42 -0.35 0.107
H -3.120915 -0.085467 -0.262729 0.24 -0.56 -0.45 0.104
H -1.490591 0.221445 2.210114 0.10 -0.56 0.41 0.105
H -3.055808 -0.627712 1.823148 0.07 0.22 1.16 0.117
H -2.184299 -2.264844 0.541943 -0.26 -0.12 -0.17 0.117
H -1.585830 -2.456346 2.132542 0.73 -0.11 0.09 0.129
H 0.653185 -0.456291 2.002478 -0.35 0.26 -0.37 0.071
H 1.891014 -1.133241 0.998136 -0.11 -0.49 -0.06 0.061
H 1.049389 -2.039642 2.317701 0.49 -0.45 -0.18 0.103
H -0.265686 -3.826873 -0.785667 -0.52 0.99 -0.22 0.072
H -0.046973 -3.985855 0.912699 -0.45 -0.06 0.30 0.086
H 1.227325 -3.471502 0.024515 0.24 0.36 -0.45 0.058
H 0.777489 -1.215161 -2.374098 -0.66 -0.08 -0.05 0.078
C -3.060808 -4.794261 -2.160807 -1.20 -1.20 -0.07 -0.116
O -3.694074 -4.169402 -3.249503 0.29 2.00 0.68 -0.191
C -3.624519 -2.718845 -3.175702 0.84 -0.62 -1.70 -0.180
C -4.850053 -2.195437 -3.940448 1.33 -1.65 0.02 -0.474
C -4.852715 -0.756856 -4.293234 0.93 0.46 -0.26 -0.056
N -5.921730 -2.544008 -3.087535 -2.47 -0.49 1.34 0.036
H -3.391755 -5.812522 -2.365022 0.52 -0.39 0.69 0.092
H -3.501321 -4.464763 -1.219807 -0.05 0.08 0.22 0.083
H -1.977152 -4.767417 -2.046387 0.18 0.40 -0.61 0.070
H -3.689201 -2.256668 -2.190666 -0.01 -0.52 0.60 0.106
H -2.618283 -2.494617 -3.529702 0.03 0.57 -0.43 0.122
H -5.068170 -2.863620 -4.773553 0.75 0.40 -0.72 0.145
H -5.874464 -0.509959 -4.581641 0.26 0.56 0.17 0.085
H -4.123003 -0.515601 -5.066156 -0.28 -0.25 -0.55 0.081
H -4.413574 -0.186255 -3.474902 -0.78 0.34 0.48 0.065
H -6.127929 -3.522479 -3.229574 -0.27 -0.08 -0.11 0.078
H -5.640328 -2.543327 -2.117539 -0.04 0.45 0.33 0.061
C 4.518913 -1.121101 0.446764 -1.44 -1.15 1.69 -0.054
O 4.316394 -1.505826 1.870718 0.01 2.65 -1.00 -0.215
C 4.299180 -0.226568 2.598626 1.14 -0.99 0.53 -0.197
C 4.743179 -0.505565 4.019606 1.03 -0.16 0.59 -0.443
C 5.192483 0.722778 4.760136 -1.04 1.27 0.59 -0.080
N 5.903931 -1.417473 4.096245 -0.69 -0.39 -0.81 0.042
H 4.317359 -2.029136 -0.121517 0.56 0.03 -0.12 0.082
H 5.503684 -0.674891 0.308092 -0.15 -0.08 -0.18 0.093
H 3.673923 -0.466391 0.233587 0.40 0.49 -0.47 0.064
H 5.053116 0.451008 2.197907 0.24 -0.03 -0.50 0.115
H 3.383426 0.363882 2.627758 -0.62 -0.57 -0.49 0.107
H 3.932265 -0.987081 4.566100 -0.10 -0.02 0.07 0.140
H 5.439741 0.454070 5.787148 0.27 0.03 -0.12 0.084
H 4.415852 1.483841 4.835813 -0.49 -0.05 0.08 0.063
H 5.989729 1.309826 4.304200 0.47 -0.58 -0.21 0.081
H 6.713105 -0.949027 3.714283 0.36 0.55 0.21 0.065
H 5.700318 -2.042689 3.329589 0.11 -0.95 0.06 0.051
C 4.188886 6.690141 4.048643 -0.51 -0.50 -1.07 -0.077
O 3.255889 5.652499 3.684290 0.24 -0.46 -1.13 -0.243
C 3.022641 5.494304 2.268026 0.63 -0.24 0.04 -0.159
C 1.980326 4.411145 1.829989 -1.37 2.13 1.09 -0.444
C 2.338964 3.061054 2.357496 0.92 -0.62 0.54 -0.041
N 1.717304 4.437448 0.410837 1.75 -0.49 -1.33 0.058
H 4.577082 6.407443 5.027161 -0.36 0.61 0.11 0.088
H 3.685899 7.648107 3.916731 -0.10 0.19 0.87 0.091
H 5.046348 6.792330 3.383503 0.18 -0.64 -0.31 0.082
H 2.828402 6.483344 1.853101 -0.61 0.09 -0.16 0.120
H 3.925205 5.163124 1.754425 0.68 -0.01 0.16 0.120
H 0.996222 4.779904 2.119203 -0.06 -0.34 1.38 0.116
H 1.752196 2.197974 2.043021 -0.45 0.43 0.04 0.059
H 2.448110 3.079806 3.441856 -0.52 0.02 0.15 0.070
H 3.357696 2.796294 2.074364 0.31 0.17 -0.49 0.082
H 1.940470 5.345352 0.028729 -0.64 0.84 0.20 0.072
H 2.500897 3.965107 -0.016945 0.15 -0.98 -0.53 0.053
C -1.496835 3.308046 4.144230 -0.98 -0.78 -0.55 -0.135
O -0.588766 3.215010 5.184703 0.32 -0.06 -0.06 -0.191
C 0.285373 4.349265 5.299074 -1.22 -1.03 -0.09 -0.167
C 1.401855 3.857334 6.170013 1.85 0.84 0.57 -0.434
C 0.930682 3.463233 7.547201 0.39 -0.76 0.19 -0.063
N 2.448475 4.912468 6.281986 0.03 -0.05 -0.03 0.057
H -2.469789 3.721079 4.410452 -0.01 0.67 0.38 0.082
H -1.778363 2.299066 3.842877 0.29 -0.27 -0.12 0.078
H -1.135480 3.821483 3.253226 0.30 0.18 -0.03 0.075
H 0.598591 4.585059 4.282022 0.32 0.47 0.15 0.096
H -0.326587 5.132123 5.747108 0.46 0.55 0.04 0.138
H 1.804146 2.960733 5.698445 -0.02 -0.23 -0.23 0.123
H 0.169298 2.695234 7.410895 -0.68 0.63 0.37 0.079
H 0.732238 4.335101 8.170549 -0.74 -0.07 -0.17 0.085
H 1.675799 2.900865 8.109905 0.59 0.12 -0.20 0.073
H 2.994600 4.996773 5.436570 -0.67 -0.01 -0.53 0.013
H 3.187475 4.692798 6.934469 -0.41 -0.44 0.74 0.065
C -9.233567 -2.672001 1.325938 -0.10 2.41 -1.10 -0.078
O -8.312891 -1.554055 1.234965 -0.94 0.83 -0.32 -0.226
C -8.358382 -0.958539 -0.109495 2.42 -0.22 0.42 -0.167
C -7.663263 0.406117 -0.187687 -0.19 0.97 1.64 -0.458
C -7.478610 0.960110 -1.566491 -1.59 -0.09 -1.26 -0.055
N -6.376220 0.353407 0.485734 0.20 -0.43 0.26 0.058
H -9.123324 -3.212082 0.385587 0.23 -1.08 0.51 0.082
H -10.198831 -2.179332 1.209224 -0.57 -0.45 0.44 0.078
H -9.155024 -3.142112 2.306207 0.29 -0.26 -0.50 0.092
H -7.561773 -1.564595 -0.541022 -0.68 -0.55 -1.41 0.115
H -9.286585 -0.878223 -0.675257 -0.37 -0.71 0.50 0.132
H -8.271479 1.163685 0.306544 -0.19 -0.21 0.59 0.129
H -6.481328 1.136605 -1.969460 0.09 -0.34 0.41 0.078
H -8.030584 1.898065 -1.626948 0.24 0.15 -0.19 0.079
H -8.033884 0.279362 -2.211755 0.30 0.02 -0.69 0.075
H -5.725066 0.064531 -0.230253 0.52 0.09 -0.12 0.055
H -6.461646 -0.469118 1.065600 0.41 0.02 0.84 0.060
C 2.486843 -5.637161 -1.580779 0.71 1.80 1.21 -0.150
O 1.829641 -6.344035 -2.566719 -0.55 -1.71 2.41 -0.156
C 2.443718 -6.483539 -3.821524 -2.06 1.92 1.35 -0.230
C 3.788767 -6.972907 -3.880832 1.12 -1.39 -1.76 -0.460
C 4.357810 -6.553910 -5.167806 1.79 -0.01 -2.30 -0.096
N 3.798420 -8.485205 -3.902001 1.08 1.69 2.45 0.064
H 1.993571 -5.683863 -0.609905 -0.23 -0.71 -0.21 0.090
H 2.560727 -4.555848 -1.696519 -0.95 0.82 -1.03 0.067
H 3.557835 -5.704389 -1.389596 0.32 -1.67 -0.23 0.083
H 1.799978 -7.231362 -4.284628 -0.29 0.91 -0.94 0.148
H 2.430328 -5.409506 -4.006872 -0.04 0.13 -2.20 0.125
H 4.416373 -6.357726 -3.236033 0.28 -1.33 1.25 0.140
H 4.607538 -5.499628 -5.287130 -0.48 0.21 0.17 0.074
H 3.821866 -6.896722 -6.052875 -0.41 0.13 0.00 0.090
H 5.326732 -7.045868 -5.253079 0.17 -0.11 -0.04 0.088
H 3.361192 -8.909179 -4.707711 -0.24 0.53 -0.15 0.072
H 3.248368 -8.640250 -3.069235 -0.19 -1.21 0.00 0.065
O 2.414613 3.198792 -4.998996 -0.57 -1.00 -0.66 -0.072
C 2.453782 1.881013 -4.439420 1.71 1.45 2.88 -0.205
C 2.374216 2.162629 -2.875673 -0.81 1.79 -0.49 -0.159
O 3.157643 3.352636 -2.397364 0.25 -1.46 -0.80 -0.111
H 2.818952 3.740278 -4.317151 0.36 0.20 -0.24 0.046
H 1.602816 1.249078 -4.693585 0.31 0.14 -0.37 0.116
H 3.445566 1.437290 -4.526458 -0.15 -0.41 -1.04 0.101
H 2.661914 1.377374 -2.176608 -0.34 -0.12 -0.42 0.106
H 1.340419 2.507037 -2.848321 -0.24 -0.46 1.05 0.099
H 2.711701 4.184544 -2.572529 -0.48 -0.16 0.08 0.066
O 2.726788 -1.422144 -3.884088 -0.02 1.37 -0.43 -0.062
C 3.596268 -2.167423 -4.730992 -2.54 -1.53 0.52 -0.261
C 5.022781 -1.871045 -4.694350 0.84 0.34 0.77 -0.230
O 5.624028 -2.212752 -3.412101 -0.27 0.62 -1.26 -0.054
H 2.506386 -1.831874 -3.044356 0.67 -0.43 -0.03 0.056
H 3.356031 -3.197151 -4.466313 0.62 -0.56 -0.16 0.100
H 3.244923 -2.095369 -5.760299 -0.16 0.47 -0.09 0.128
H 5.128422 -0.812429 -4.931577 0.44 0.17 0.63 0.122
H 5.463401 -2.379501 -5.551921 0.41 -0.35 0.14 0.121
H 5.665261 -3.171627 -3.390728 0.07 -0.14 0.07 0.070
O -4.883257 3.083335 0.200167 1.32 0.85 -0.10 -0.091
C -4.183188 4.105602 0.949849 -0.54 0.79 -0.39 -0.211
C -2.905781 4.672168 0.289754 0.32 -0.74 0.17 -0.248
O -3.033830 5.612916 -0.748853 -0.87 0.33 -0.50 -0.063
H -5.449280 2.566815 0.778463 -0.09 -0.29 0.18 0.045
H -4.849785 4.962166 1.049969 -0.25 0.24 0.02 0.111
H -3.982657 3.813881 1.980771 0.34 -0.43 -0.06 0.106
H -2.278700 3.859197 -0.076248 0.05 -0.37 0.10 0.093
H -2.304596 5.251251 0.990712 -0.18 -0.47 0.67 0.115
H -3.831728 5.441930 -1.254545 -0.06 -0.14 -0.15 0.084
```
Positions in Å, forces in eV/Å.